Entry 1:
Density functional theory data (ωB97M-V/def2-TZVPD) for a structure of composition C6H14O4P at a distorted geometry.

Geometry as XYZ:
```
25
Properties=species:S:1:pos:R:3
C -3.28 -0.72 0.25
C -2.21 -0.03 0.59
C 0.92 1.50 1.23
C 1.59 0.10 -1.44
C 1.31 -1.52 0.95
C -1.12 -0.06 -0.37
O 1.15 2.67 0.55
O 0.72 -0.53 -2.42
O 2.64 -1.21 1.11
O -0.82 1.62 -0.89
P 0.63 -0.02 0.14
H -4.09 -0.92 0.92
H -3.22 -1.30 -0.69
H -2.12 0.60 1.52
H 0.15 1.58 1.94
H 1.85 1.15 1.60
H 2.53 -0.56 -1.26
H 1.91 1.03 -1.96
H 1.06 -2.44 0.47
H 0.83 -1.51 1.98
H -1.31 -0.65 -1.23
H 0.36 2.95 0.13
H 0.75 -0.21 -3.35
H 3.26 -1.82 1.54
H -1.19 1.40 -1.78
```

As for the electronic energy: -878.95342 a.u. As for the net charge: +1. The calculation puts the frontier orbital gap at 10.58 eV. The HOMO energy is -0.5201 Eh. The value obtained for the energy above the lowest of the compared OMol25 structures with the same formula, charge and spin is 1.801 eV.

Computed natural (NBO) charges, given in elementary charges: -0.255, -0.285, -0.267, -0.365, -0.353, -0.210, -0.665, -0.772, -0.746, -0.814, 1.402, 0.230, 0.201, 0.237, 0.208, 0.227, 0.235, 0.263, 0.231, 0.211, 0.260, 0.499, 0.510, 0.523, 0.495

Entry 2:
Density functional theory data (ωB97M-V/def2-TZVPD) for a cluster of 2 separate species, C6H14O4S2Si in total at a distorted geometry.

Geometry as XYZ:
```
27
Properties=species:S:1:pos:R:3
C -4.23 0.51 -0.78
C -2.41 0.01 0.93
C 0.78 1.42 1.09
C 2.72 -1.00 0.59
C 0.83 0.02 -1.89
C -0.28 -1.38 0.49
O -1.72 1.37 -1.27
O -3.08 2.58 0.47
O -3.21 -1.93 -0.72
O -4.71 -1.48 1.04
Si 1.11 -0.13 0.01
S -2.73 1.33 -0.22
S -3.67 -0.97 0.18
H -4.99 0.98 -0.38
H -4.31 0.39 -1.79
H -2.24 0.10 1.95
H -0.20 2.00 0.78
H 0.84 1.29 2.20
H 1.62 2.26 1.12
H 3.18 -1.45 -0.33
H 3.29 -0.29 1.13
H 2.42 -1.89 1.22
H 0.40 -0.83 -2.25
H 0.15 0.78 -2.08
H 1.76 0.31 -2.46
H -0.91 -1.90 -0.19
H -0.49 -1.75 1.44
```

As for the electronic energy: -1623.58111 a.u. Its spin multiplicity is 3. The calculation puts the frontier orbital gap (spin up / spin down) at 8.42 / 7.13 eV. The HOMO energy (spin up / spin down) is -0.2943 / -0.3878 Eh.

Computed natural (NBO) charges, given in elementary charges: -0.857, -0.554, -1.149, -1.088, -1.064, -0.740, -0.891, -0.880, -0.898, -0.880, 1.523, 2.072, 2.112, 0.254, 0.270, 0.252, 0.238, 0.247, 0.252, 0.243, 0.233, 0.246, 0.233, 0.254, 0.228, 0.188, 0.159

Entry 3:
Density functional theory data (ωB97M-V/def2-TZVPD) for a structure of composition C6H14O4SSi at a distorted geometry.

Geometry as XYZ:
```
26
Properties=species:S:1:pos:R:3
C 0.27 0.50 -0.27
C 2.63 1.06 0.45
C -2.90 -0.31 -0.57
C -0.48 -2.61 -0.36
C 0.35 1.25 -1.57
C 1.70 -0.06 0.03
O 0.62 0.44 2.84
O -1.54 1.57 2.89
O -0.21 1.40 0.73
O -1.29 -0.56 1.71
Si -1.18 -0.85 -0.01
S -0.62 0.78 2.17
H 2.89 1.65 -0.45
H 3.46 0.71 0.86
H 2.10 1.63 1.26
H -3.43 -1.22 -0.54
H -3.39 0.23 0.10
H -3.05 -0.06 -1.63
H -0.35 -2.66 -1.50
H 0.44 -2.96 0.07
H -1.24 -3.24 0.04
H 0.82 0.77 -2.44
H -0.53 1.66 -2.18
H 1.21 2.02 -1.53
H 1.65 -0.72 0.95
H 2.06 -0.43 -1.06
```

As for the electronic energy: -1225.64167 a.u. The calculation puts the frontier orbital gap at 10.34 eV. The HOMO energy is -0.3661 Eh. The value obtained for the energy above the lowest of the compared OMol25 structures with the same formula, charge and spin is 0.000 eV.

Computed natural (NBO) charges, given in elementary charges: -0.141, -0.614, -1.100, -1.112, -0.678, -0.436, -0.942, -0.886, -0.723, -1.023, 1.802, 2.567, 0.191, 0.210, 0.231, 0.242, 0.252, 0.253, 0.247, 0.264, 0.240, 0.233, 0.236, 0.229, 0.242, 0.218

Entry 4:
Density functional theory data (ωB97M-V/def2-TZVPD) for the ion C6H14P with charge +1 at a distorted geometry.

Geometry as XYZ:
```
21
Properties=species:S:1:pos:R:3
C -1.19 -0.20 2.00
C 0.55 -0.70 -0.81
C 1.99 -1.05 -0.93
C -0.38 -1.53 -1.53
C -1.57 1.28 -0.29
C 0.86 1.79 1.23
P -0.26 0.33 0.59
H -1.99 -0.93 1.75
H -0.55 -0.67 2.79
H 2.56 -0.18 -0.62
H 2.12 -1.46 -1.92
H 2.24 -1.85 -0.04
H 0.03 -2.02 -2.48
H -1.33 -0.93 -1.80
H -0.59 -2.40 -0.86
H -1.11 1.76 -1.25
H -1.97 1.85 0.52
H -2.48 0.66 -0.59
H 1.26 2.41 0.44
H 1.63 1.37 1.88
H 0.18 2.46 1.90
```

As for the electronic energy: -577.95827 a.u. As for the net charge: +1. The calculation puts the frontier orbital gap (spin up / spin down) at 6.41 / 9.52 eV. The HOMO energy (spin up / spin down) is -0.4625 / -0.5326 Eh. The value obtained for the energy above the lowest of the compared OMol25 structures with the same formula, charge and spin is 4.892 eV.

Computed natural (NBO) charges, given in elementary charges: -0.597, -0.027, -0.698, -0.743, -0.956, -0.876, 1.294, 0.229, 0.225, 0.247, 0.260, 0.265, 0.268, 0.250, 0.268, 0.275, 0.262, 0.267, 0.261, 0.254, 0.272

Entry 5:
Density functional theory data (ωB97M-V/def2-TZVPD) for an isolated molecule of C6H14S2 at a distorted geometry.

Geometry as XYZ:
```
22
Properties=species:S:1:pos:R:3
C -1.88 -2.94 -1.75
C -0.64 -3.11 -0.88
C 0.42 -2.01 -0.85
S -0.05 -0.66 0.50
S 1.57 0.66 0.16
C 0.79 2.29 -0.06
C 0.02 2.79 1.14
C 1.08 2.93 2.19
H -2.23 -3.95 -2.02
H -1.65 -2.41 -2.69
H -2.72 -2.40 -1.35
H -0.10 -4.05 -1.08
H -0.92 -3.27 0.14
H 0.47 -1.43 -1.70
H 1.29 -2.27 -0.37
H 0.08 2.34 -0.88
H 1.54 3.03 -0.47
H -0.41 3.79 0.86
H -0.84 2.15 1.49
H 2.05 3.39 2.11
H 1.43 1.84 2.35
H 0.72 3.29 3.17
```

As for the electronic energy: -1033.33211 a.u. Its SMILES is CCCSSCCC. The calculation puts the frontier orbital gap at 8.96 eV. The HOMO energy is -0.3012 Eh. The value obtained for the energy above the lowest of the compared OMol25 structures with the same formula, charge and spin is 1.304 eV.

Computed natural (NBO) charges, given in elementary charges: -0.613, -0.437, -0.400, -0.032, 0.078, -0.547, -0.423, -0.647, 0.216, 0.204, 0.217, 0.215, 0.211, 0.212, 0.213, 0.220, 0.238, 0.203, 0.227, 0.219, 0.217, 0.207

Entry 6:
Density functional theory data (ωB97M-V/def2-TZVPD) for a cluster of 2 separate species, C6H14S4 in total.

Geometry as XYZ:
```
24
Properties=species:S:1:pos:R:3
C -3.66 -1.93 0.78
C -3.18 -2.34 -0.61
S -1.43 -1.98 -0.90
C -1.46 -0.19 -0.64
C -1.94 0.22 0.74
S -3.69 -0.14 1.03
H -3.04 -2.41 1.55
H -4.71 -2.26 0.93
H -3.80 -1.85 -1.39
H -3.28 -3.43 -0.75
H -0.41 0.14 -0.80
H -2.08 0.29 -1.42
H -1.32 -0.27 1.52
H -1.84 1.31 0.88
C 1.16 -1.99 2.68
S -0.34 -2.66 3.43
S -0.38 -1.73 5.24
C -1.18 -0.16 4.84
H 1.29 -2.48 1.70
H 2.05 -2.21 3.30
H 1.10 -0.90 2.53
H -0.59 0.44 4.13
H -2.19 -0.32 4.42
H -1.28 0.41 5.78
```

As for the electronic energy: -1829.76306 a.u. Its SMILES is C1CSCCS1.CSSC. The calculation puts the frontier orbital gap at 9.23 eV. The HOMO energy is -0.3152 Eh. The value obtained for the energy above the lowest of the compared OMol25 structures with the same formula, charge and spin is 0.000 eV.

Computed natural (NBO) charges, given in elementary charges: -0.556, -0.550, 0.200, -0.551, -0.556, 0.200, 0.229, 0.232, 0.219, 0.233, 0.230, 0.220, 0.219, 0.230, -0.764, 0.088, 0.095, -0.765, 0.235, 0.227, 0.212, 0.213, 0.230, 0.231

Entry 7:
Density functional theory data (ωB97M-V/def2-TZVPD) for a cluster of 2 separate species, C6H14Si in total at a distorted geometry.

Geometry as XYZ:
```
21
Properties=species:S:1:pos:R:3
C 2.60 1.67 0.16
C 1.71 0.67 0.10
C 2.07 -0.62 -0.59
C -1.69 -1.36 1.28
C -1.73 -0.39 -1.03
C -1.56 -0.08 0.45
Si 0.04 0.89 0.88
H 2.36 2.61 0.64
H 3.58 1.60 -0.28
H 1.21 -1.11 -1.04
H 2.50 -1.32 0.14
H 2.82 -0.44 -1.36
H -2.65 -1.84 1.10
H -0.90 -2.07 1.03
H -1.61 -1.15 2.35
H -2.71 -0.82 -1.21
H -0.99 -1.11 -1.38
H -1.64 0.51 -1.63
H -2.39 0.58 0.74
H -0.52 4.14 -0.36
H -0.04 1.66 2.11
```

As for the electronic energy: -526.31041 a.u. The calculation puts the frontier orbital gap (spin up / spin down) at 5.91 / 9.68 eV. The HOMO energy (spin up / spin down) is -0.2334 / -0.3591 Eh. The value obtained for the energy above the lowest of the compared OMol25 structures with the same formula, charge and spin is 4.936 eV.

Computed natural (NBO) charges, given in elementary charges: -0.361, -0.465, -0.640, -0.606, -0.605, -0.639, 1.036, 0.199, 0.190, 0.209, 0.222, 0.215, 0.205, 0.201, 0.211, 0.207, 0.198, 0.217, 0.234, -0.057, -0.170

Entry 8:
Density functional theory data (ωB97M-V/def2-TZVPD) for a structure of composition C6H15AgBrInNO2P at a distorted geometry.

Geometry as XYZ:
```
28
Properties=species:S:1:pos:R:3
C 3.44 -0.49 1.30
O 3.54 0.95 1.02
C 2.22 1.61 0.98
C 1.51 1.60 -0.49
C 0.88 0.15 -0.94
In -1.42 0.21 -1.17
C -2.44 0.48 0.89
C -3.41 1.80 0.95
O -3.74 2.45 -0.17
Br -4.12 2.53 2.71
P -2.03 -2.17 -1.89
N -1.96 -3.21 -0.62
H 3.44 -1.03 0.23
H 4.32 -0.92 1.93
H 2.38 -0.77 1.77
H 1.45 1.20 1.76
H 2.42 2.75 1.29
H 2.23 1.95 -1.38
H 0.62 2.40 -0.47
H 1.40 -0.25 -1.94
H 1.06 -0.72 -0.14
H -1.91 1.46 -2.36
H -1.64 0.52 1.76
H -3.13 -0.46 1.12
H -3.39 -2.27 -2.41
H -1.03 -2.58 -2.84
H -1.19 -3.93 -0.79
Ag 0.48 -3.28 -0.10
```

As for the electronic energy: -3694.97875 a.u. The calculation puts the frontier orbital gap at 5.76 eV. The HOMO energy is -0.3127 Eh.

Computed Mulliken charges, given in elementary charges: -0.415, -0.365, -0.392, -0.411, -0.150, 0.683, -0.803, 0.448, -0.475, -0.199, 0.204, -0.655, 0.174, 0.248, 0.147, 0.241, 0.277, 0.250, 0.227, 0.318, -0.462, -0.253, 0.261, 0.299, 0.064, 0.057, 0.255, 0.425

Entry 9:
Density functional theory data (ωB97M-V/def2-TZVPD) for a structure of composition C6H15AlBrO.

Geometry as XYZ:
```
24
Properties=species:S:1:pos:R:3
C 3.04 -0.45 1.05
C 2.35 -0.25 -0.30
C 0.90 0.27 -0.16
C 0.60 1.25 -1.31
Al -0.41 -1.25 -0.09
Br -0.31 -2.15 2.18
C -2.33 -0.70 -0.35
C -2.74 0.45 0.53
O -4.08 0.92 0.22
H 2.52 -1.23 1.61
H 4.09 -0.72 0.95
H 2.97 0.46 1.65
H 2.94 0.44 -0.91
H 2.34 -1.22 -0.80
H 0.85 0.83 0.77
H 0.81 0.79 -2.27
H 1.23 2.15 -1.24
H -0.44 1.58 -1.32
H 0.00 -2.47 -1.07
H -2.94 -1.56 -0.10
H -2.52 -0.44 -1.40
H -2.73 0.13 1.57
H -2.05 1.30 0.41
H -4.10 1.86 0.38
```

As for the electronic energy: -3129.41632 a.u. As for the net charge: -1. The calculation puts the frontier orbital gap at 8.23 eV. The HOMO energy is -0.1755 Eh. The value obtained for the energy above the lowest of the compared OMol25 structures with the same formula, charge and spin is 1.137 eV.

Computed natural (NBO) charges, given in elementary charges: -0.605, -0.392, -0.759, -0.602, 1.352, -0.628, -1.000, -0.067, -0.758, 0.225, 0.184, 0.186, 0.166, 0.195, 0.195, 0.190, 0.173, 0.195, -0.432, 0.214, 0.208, 0.167, 0.144, 0.449